{"formula": "C26H62F6N2O24S8", "method": "ωB97M-V/def2-TZVPD", "homo_ev": -9.39, "total_charge": 0, "symbols": ["N", "H", "H", "H", "H", "N", "H", "H", "H", "H", "C", "F", "F", "F", "S", "O", "O", "O", "C", "F", "F", "F", "S", "O", "O", "O", "O", "S", "O", "O", "C", "C", "C", "H", "H", "H", "H", "H", "H", "H", "H", "O", "S", "O", "O", "C", "C", "C", "H", "H", "H", "H", "H", "H", "H", "H", "O", "S", "O", "O", "C", "C", "C", "H", "H", "H", "H", "H", "H", "H", "H", "O", "S", "O", "O", "C", "C", "C", "H", "H", "H", "H", "H", "H", "H", "H", "O", "S", "O", "O", "C", "C", "C", "H", "H", "H", "H", "H", "H", "H", "H", "O", "S", "O", "O", "C", "C", "C", "H", "H", "H", "H", "H", "H", "H", "H", "C", "C", "C", "C", "C", "C", "H", "H", "H", "H", "H", "H"], "xyz": [[23.94949, -31.91605, 18.83090], [24.06886, -31.40731, 17.95346], [24.31864, -32.86579, 18.58577], [22.95448, -31.90006, 19.02617], [24.50401, -31.58756, 19.65671], [22.02056, -30.51258, 22.90578], [23.03841, -30.70482, 23.00381], [21.91840, -29.52415, 23.14374], [21.58697, -31.19759, 23.56976], [21.69991, -30.75974, 21.97618], [26.13604, -36.36725, 19.54057], [24.96335, -36.94175, 19.25394], [26.04858, -35.92291, 20.81278], [27.11016, -37.26250, 19.51922], [26.47978, -34.94544, 18.40199], [26.74970, -35.53020, 17.09989], [25.19659, -34.21438, 18.41774], [27.56800, -34.24950, 19.05279], [26.67757, -32.95349, 22.77346], [25.91677, -34.02534, 22.79970], [27.33725, -32.81640, 23.91883], [27.58937, -33.11510, 21.82833], [25.68705, -31.38440, 22.49486], [26.56940, -30.24730, 22.70546], [25.10032, -31.49056, 21.15812], [24.67413, -31.49507, 23.54416], [21.00117, -32.07302, 24.87536], [20.92051, -33.36334, 25.52739], [19.68005, -33.78512, 26.10999], [21.31803, -34.53360, 24.50176], [22.37485, -34.34046, 23.57004], [22.46978, -35.49337, 22.58966], [22.22408, -33.51325, 26.77321], [23.31630, -34.21294, 24.10514], [22.21196, -33.43495, 22.97666], [22.85972, -35.12099, 21.64583], [21.47206, -35.87127, 22.34175], [22.97271, -36.35734, 23.01843], [22.55058, -34.54241, 26.86743], [21.83471, -33.09707, 27.69656], [22.99651, -32.86140, 26.36490], [33.08324, -31.82827, 23.82600], [33.54469, -33.01432, 24.53686], [34.48165, -32.87746, 25.62182], [32.23081, -33.77546, 25.11504], [31.07035, -33.87167, 24.29780], [29.82348, -33.77839, 25.18410], [34.03311, -34.29029, 23.36158], [31.02235, -34.86638, 23.84984], [31.06358, -33.03770, 23.59642], [29.91592, -34.47502, 26.01956], [28.89606, -34.02436, 24.67314], [29.72154, -32.76056, 25.56674], [35.05167, -34.26006, 22.98283], [33.28136, -34.25406, 22.57868], [34.00180, -35.20359, 23.95634], [33.66000, -31.84491, 18.47716], [32.63268, -30.96837, 18.99930], [32.55655, -29.61265, 18.54114], [31.15789, -31.64411, 18.74129], [30.05204, -30.90827, 19.24955], [29.26563, -31.72433, 20.30566], [32.68982, -31.01799, 20.82618], [29.39727, -30.79183, 18.38303], [30.33099, -29.92687, 19.63154], [29.61134, -31.49101, 21.31330], [29.31737, -32.77278, 20.01774], [28.20031, -31.49152, 20.27687], [31.91485, -30.36244, 21.22140], [33.68215, -30.71129, 21.13088], [32.32637, -32.00800, 21.09079], [25.92210, -38.85288, 25.39183], [26.73456, -38.49385, 24.26184], [28.09582, -38.93469, 24.18724], [25.97206, -38.94944, 22.92915], [24.54061, -39.15118, 22.99315], [24.14117, -39.71695, 21.64001], [26.82896, -36.70918, 24.00370], [24.06638, -38.18362, 23.16122], [24.29293, -39.82379, 23.81110], [24.21637, -38.90169, 20.91502], [23.15438, -40.17277, 21.62779], [24.84574, -40.43590, 21.21913], [25.92759, -36.13944, 24.19300], [27.12363, -36.60032, 22.95945], [27.72193, -36.48401, 24.58533], [25.40711, -30.40830, 29.24003], [25.83852, -31.69333, 28.78298], [24.87886, -32.63694, 28.25613], [26.93505, -31.41964, 27.64012], [27.60119, -32.50173, 26.95900], [29.09046, -32.45609, 27.27804], [26.86877, -32.53710, 29.99475], [27.41359, -32.39141, 25.89639], [27.17774, -33.44523, 27.30666], [29.24392, -32.26267, 28.34230], [29.65088, -31.71552, 26.71102], [29.59638, -33.41282, 27.12754], [26.25235, -32.98727, 30.76994], [27.58180, -31.83198, 30.41542], [27.42139, -33.33922, 29.51068], [22.49102, -30.39050, 26.74815], [23.06976, -29.17451, 26.21083], [22.52986, -28.52312, 25.05659], [23.05154, -28.09050, 27.39388], [22.93983, -28.51700, 28.76678], [23.64436, -27.55292, 29.66860], [24.84768, -29.33248, 26.03535], [23.39597, -29.49887, 28.90096], [21.88260, -28.55420, 29.02620], [24.68280, -27.37531, 29.37575], [23.67714, -27.90529, 30.69680], [23.17098, -26.57090, 29.58622], [25.06651, -30.11163, 25.30384], [25.20351, -29.60468, 27.03027], [25.42900, -28.46019, 25.74192], [29.05023, -28.60270, 25.33275], [29.91041, -28.58122, 26.43863], [31.01592, -29.40282, 26.54905], [31.35501, -30.20156, 25.45441], [30.53883, -30.23844, 24.34972], [29.36503, -29.48531, 24.28940], [28.19013, -27.95015, 25.33924], [29.51320, -28.03890, 27.29146], [31.59969, -29.45730, 27.45737], [32.33941, -30.65521, 25.43021], [30.80095, -30.78388, 23.45070], [28.78936, -29.50096, 23.37442]], "forces_ev_per_angstrom": [[-0.142, 0.208, -0.883], [0.322, 0.426, 0.423], [0.239, -0.813, 0.379], [0.044, -0.314, 0.166], [-0.046, 0.118, -0.288], [0.776, -0.606, 0.067], [0.189, -0.252, -0.158], [-0.510, -0.127, 0.296], [-0.240, 0.670, 0.420], [0.089, 0.369, -0.127], [-0.063, 0.613, 0.137], [0.116, -0.279, -0.100], [-0.132, 0.084, 0.069], [-0.037, -0.262, -0.242], [0.431, 0.153, -1.376], [-0.171, 0.166, 1.208], [-0.123, -0.016, 0.366], [-0.439, -0.226, -0.062], [0.458, 1.144, -1.066], [-0.573, -0.289, 0.334], [-0.332, -0.065, 0.381], [-0.176, -0.125, -0.091], [0.301, 1.281, 0.539], [-0.371, -1.354, -0.533], [0.268, -0.178, 0.367], [-0.570, -0.259, -0.085], [-0.016, -0.534, -0.231], [-0.108, -1.345, 1.363], [0.555, 0.397, -0.630], [-0.665, 0.348, 0.255], [0.741, 0.376, -0.697], [-1.115, -0.287, 0.285], [-0.310, 0.899, -1.243], [0.064, 0.085, 0.051], [-0.166, 0.103, 0.298], [0.617, -0.314, 0.100], [-0.088, 0.249, 0.117], [0.436, 0.174, -0.270], [-0.186, -0.077, -0.029], [0.016, 0.008, -0.002], [0.281, -0.147, 0.434], [0.859, -1.461, 0.371], [-0.366, 0.366, -0.445], [-0.969, -0.349, -0.855], [1.319, 0.589, 0.585], [-1.637, -0.309, -0.027], [0.954, 0.076, -1.073], [0.126, -0.037, 0.819], [0.536, 0.188, -0.507], [0.022, -0.328, -0.321], [0.225, -0.146, -0.407], [0.334, -0.213, -0.359], [0.411, -0.975, -1.336], [-0.064, 0.765, -0.052], [0.090, -0.222, -0.100], [-0.365, -0.079, -0.165], [-1.461, 0.610, 0.524], [-0.246, -0.657, 0.325], [0.160, -0.095, 0.177], [2.315, -0.003, 0.283], [-1.819, -0.259, 0.198], [0.470, 0.578, -0.800], [-0.948, 0.054, -1.219], [0.088, 0.313, 0.062], [0.144, 0.006, -0.213], [0.129, -0.418, 0.071], [0.178, -0.083, 0.377], [0.154, 0.318, -0.153], [0.262, 0.415, -0.146], [0.036, -0.292, 0.210], [0.760, -0.253, 0.117], [0.179, 0.303, -0.255], [-0.209, 0.522, -0.236], [-0.609, -0.099, -0.241], [0.514, -0.129, 0.517], [-0.074, -0.540, -0.341], [0.498, 0.590, -0.640], [0.685, -1.039, -0.354], [-0.067, -0.051, 0.080], [0.136, 0.048, 0.071], [-0.477, -0.014, -0.038], [-0.110, 0.215, 0.123], [0.096, -0.255, 0.624], [0.001, -0.142, 0.374], [-0.133, -0.014, -0.017], [-0.362, 0.564, 0.330], [0.354, -0.302, -0.005], [0.839, -1.459, -1.007], [0.452, 0.551, 0.523], [-0.748, 0.863, 0.694], [0.601, -0.488, 0.341], [0.003, 0.100, 2.189], [-0.235, 0.184, 0.033], [-0.166, 0.111, 0.240], [-0.136, -0.050, -0.174], [-0.277, 0.417, 0.120], [-0.293, 0.370, 0.463], [-0.763, 0.768, 0.856], [-0.175, 0.222, -0.026], [-0.143, 0.133, -0.007], [-0.141, 0.052, -0.228], [0.601, 0.884, -1.008], [1.140, 0.214, 2.096], [-0.383, -0.206, -0.425], [-0.207, 0.092, -0.940], [0.040, -0.829, 0.578], [0.507, 1.117, -0.458], [0.085, -0.703, 0.172], [-0.296, 0.023, -0.262], [-0.039, -0.156, -0.132], [-0.012, -0.332, -0.134], [-0.321, -0.018, 0.019], [-0.090, -0.056, 0.386], [-0.160, -0.146, 0.172], [-0.109, -0.199, -0.165], [-0.803, 0.450, -0.115], [1.078, -0.943, -0.170], [-1.449, -0.196, 0.638], [-0.217, -0.123, -0.569], [0.862, 0.546, 0.558], [-0.624, 0.294, -0.614], [0.034, 0.846, 0.186], [-0.118, -0.069, -0.236], [0.557, 0.267, 0.087], [0.093, 0.232, -0.019], [-0.445, -0.235, 0.144], [0.217, -0.189, 0.209], [-0.241, -0.099, 0.111]]}

---

{"formula": "C26H63BInNO4P", "method": "ωB97M-V/def2-TZVPD", "homo_ev": -3.93, "total_charge": -1, "symbols": ["C", "C", "C", "C", "In", "C", "B", "O", "O", "C", "C", "C", "N", "P", "O", "O", "H", "H", "H", "H", "H", "H", "H", "H", "H", "H", "H", "H", "H", "H", "H", "H", "H", "H", "H", "H", "H", "C", "C", "C", "C", "C", "C", "H", "H", "H", "H", "H", "H", "H", "H", "H", "H", "H", "H", "H", "H", "C", "C", "C", "C", "C", "C", "H", "H", "H", "H", "H", "H", "H", "H", "H", "H", "H", "H", "H", "H", "C", "C", "C", "C", "C", "C", "H", "H", "H", "H", "H", "H", "H", "H", "H", "H", "H", "H", "H", "H"], "xyz": [[6.62095, -2.37058, 3.53227], [5.42681, -2.94215, 2.76497], [4.37403, -1.90220, 2.33966], [3.93784, -0.92129, 3.45234], [4.61529, 1.18239, 3.30856], [3.18984, 2.46058, 4.44297], [1.74037, 2.31466, 3.88613], [1.24474, 1.17402, 3.23328], [0.79507, 3.32222, 4.03733], [4.52244, 2.04637, 1.22158], [4.28444, 1.06470, 0.15278], [5.50985, 0.36067, -0.42805], [3.14147, 0.73121, -0.34640], [6.95039, 1.60082, 4.29943], [8.03312, 0.84900, 3.24405], [7.15000, 3.18119, 3.73418], [7.12676, -1.59521, 2.94394], [6.33191, -1.92219, 4.48888], [7.36164, -3.15445, 3.73810], [4.94578, -3.74932, 3.33849], [5.81936, -3.41708, 1.85206], [3.49016, -2.46129, 1.99459], [4.75184, -1.38299, 1.45328], [2.84404, -0.91882, 3.53461], [4.29433, -1.29267, 4.42371], [3.22766, 2.21138, 5.51323], [3.48880, 3.51484, 4.34202], [1.89918, 0.76935, 2.66313], [-0.06906, 2.99260, 3.79098], [5.48547, 2.55714, 1.08680], [3.73081, 2.80662, 1.22675], [5.28242, -0.69212, -0.62264], [6.35209, 0.40188, 0.27116], [5.79742, 0.83818, -1.37007], [2.40708, 1.29028, 0.09664], [7.74028, 0.94437, 2.33496], [8.09050, 3.34966, 3.67977], [-0.23286, -2.37949, 1.96712], [-1.08509, -1.32247, 2.66362], [-2.03397, -1.88358, 3.72294], [-3.10210, -2.87292, 3.23652], [-4.00606, -2.35691, 2.11666], [-4.79917, -1.11001, 2.49528], [-0.84091, -3.10107, 1.41563], [0.45490, -1.91989, 1.25534], [0.36794, -2.93130, 2.69429], [-1.65030, -0.75676, 1.91668], [-0.42143, -0.60264, 3.14322], [-2.52769, -1.04225, 4.21787], [-1.44050, -2.37760, 4.49855], [-3.72398, -3.15034, 4.09460], [-2.62564, -3.79767, 2.89989], [-4.70657, -3.14739, 1.83139], [-3.40732, -2.14897, 1.22692], [-5.43233, -1.30027, 3.36540], [-5.44571, -0.79241, 1.67478], [-4.14206, -0.27303, 2.73471], [-3.68789, -0.42653, -1.61002], [-4.59200, -1.43523, -2.30973], [-5.37013, -0.84222, -3.48345], [-6.32181, 0.29543, -3.10751], [-7.36499, -0.06588, -2.05123], [-8.30808, -1.18443, -2.48271], [-4.25934, 0.39243, -1.16958], [-3.12635, -0.90328, -0.80537], [-2.96570, -0.00161, -2.31033], [-5.28242, -1.87386, -1.58284], [-3.98278, -2.26283, -2.68252], [-5.92956, -1.63994, -3.98074], [-4.65848, -0.46664, -4.22576], [-6.83624, 0.63328, -4.01342], [-5.74300, 1.15270, -2.75418], [-7.95155, 0.82830, -1.82353], [-6.86877, -0.34674, -1.11816], [-8.83639, -0.91476, -3.40022], [-9.05554, -1.38674, -1.71414], [-7.77034, -2.11544, -2.66802], [0.54683, 3.89372, -6.14474], [0.68460, 2.37488, -6.17097], [-0.62746, 1.63870, -5.90570], [-1.24724, 1.91267, -4.53421], [-0.33937, 1.59082, -3.34750], [0.06230, 0.12119, -3.26454], [0.22466, 4.25128, -5.16585], [1.49736, 4.37862, -6.37187], [-0.18586, 4.23084, -6.88240], [1.43905, 2.06412, -5.44405], [1.06316, 2.06699, -7.14985], [-0.45985, 0.56468, -6.02116], [-1.35265, 1.91626, -6.67904], [-2.16717, 1.32316, -4.44706], [-1.55742, 2.96053, -4.47525], [-0.86312, 1.86896, -2.42824], [0.56118, 2.21026, -3.37971], [-0.82283, -0.51900, -3.19766], [0.68059, -0.06516, -2.38897], [0.64034, -0.19432, -4.13466]], "forces_ev_per_angstrom": [[0.068, -0.036, -0.100], [0.084, -0.030, -0.171], [-0.158, -0.215, 0.128], [0.088, -0.206, -0.051], [-0.159, 0.102, 0.316], [-0.058, 0.261, -0.500], [-0.031, -0.143, 0.167], [-0.319, 0.684, -0.074], [0.330, -0.121, 0.414], [0.136, 0.173, -0.447], [-0.125, -0.210, -0.261], [-0.236, -0.090, 0.303], [0.321, 0.091, 0.223], [0.275, -0.096, 0.016], [0.029, -0.071, 0.140], [-0.434, -0.004, -0.178], [-0.101, -0.078, 0.151], [0.050, -0.056, -0.170], [-0.129, 0.115, 0.009], [0.090, 0.227, 0.049], [-0.130, -0.017, 0.145], [0.192, 0.092, -0.083], [-0.026, 0.045, 0.119], [0.142, 0.012, 0.010], [-0.135, 0.087, -0.089], [-0.043, -0.036, -0.201], [0.009, -0.172, 0.220], [0.305, -0.419, 0.194], [-0.266, -0.035, -0.335], [-0.124, -0.100, 0.061], [0.069, -0.144, 0.159], [-0.012, 0.219, -0.094], [-0.047, 0.058, -0.135], [-0.001, -0.017, 0.130], [0.044, -0.009, -0.037], [-0.084, -0.039, -0.245], [0.330, 0.183, 0.190], [-0.047, 0.018, -0.016], [0.006, -0.129, -0.019], [-0.079, 0.016, 0.001], [0.089, 0.035, -0.041], [-0.026, 0.062, 0.053], [0.017, -0.004, -0.059], [-0.011, -0.014, 0.013], [0.005, 0.003, 0.016], [-0.009, -0.015, -0.004], [-0.035, 0.010, -0.029], [-0.022, 0.047, -0.010], [-0.016, -0.009, 0.036], [0.011, -0.003, 0.005], [-0.018, -0.010, -0.008], [0.051, 0.004, 0.000], [0.030, -0.027, 0.002], [0.044, 0.005, -0.024], [0.016, 0.014, 0.016], [-0.013, -0.001, 0.002], [0.007, 0.000, 0.012], [-0.014, -0.087, 0.049], [0.042, 0.018, -0.021], [-0.025, -0.008, 0.004], [0.011, 0.007, -0.011], [-0.039, 0.005, -0.023], [0.015, 0.011, 0.043], [0.017, 0.012, -0.007], [0.029, 0.033, -0.001], [-0.015, 0.057, 0.007], [-0.012, -0.008, -0.015], [0.003, -0.010, 0.015], [-0.010, 0.010, -0.002], [0.013, -0.004, 0.004], [-0.010, -0.001, 0.007], [0.012, -0.003, -0.004], [0.002, -0.004, 0.018], [0.012, 0.012, 0.002], [0.012, -0.014, -0.015], [-0.007, 0.004, -0.007], [0.004, -0.002, -0.008], [0.031, -0.022, 0.007], [-0.003, 0.023, -0.046], [-0.023, -0.004, -0.011], [-0.005, 0.014, 0.007], [-0.032, -0.071, 0.024], [-0.031, 0.024, 0.012], [-0.003, 0.001, 0.002], [-0.006, 0.002, -0.006], [-0.014, 0.003, 0.016], [-0.003, -0.013, 0.006], [0.013, 0.001, 0.008], [-0.003, -0.007, 0.010], [0.013, 0.001, 0.000], [0.003, 0.000, 0.007], [0.006, -0.013, -0.009], [0.035, 0.004, 0.001], [-0.026, 0.016, 0.009], [0.035, -0.001, -0.040], [0.050, 0.000, 0.078], [-0.018, 0.012, -0.033]]}

---

Across the entries above, electronic energy takes the values -6727.729867, -1940.658523 Ha, respectively.
Across the entries above, frontier orbital gap takes the values 8.12, 6.19 eV, respectively.